{
  "formula": "C4H13N3",
  "method": "ωB97M-V with the def2-TZVPD basis set",
  "symbols": ["H", "H", "H", "H", "H", "C", "H", "H", "C", "N", "H", "H", "H", "H", "N", "H", "N", "H", "C", "C"],
  "coordinates": [[1.82977, 1.10089, -1.04695], [-3.16785, -0.21389, -0.40520], [-2.23451, 0.76143, -1.46028], [4.11558, 0.89502, -0.81403], [-3.12073, 1.28511, -0.02953], [3.34421, 0.37149, -0.19411], [-1.47599, 0.49154, 1.40144], [-0.56949, -2.48393, 0.34868], [1.11811, -0.05078, 0.62999], [2.08996, 0.57239, -0.22585], [-0.84333, -1.98096, -1.15952], [-1.88714, -1.27423, -0.12064], [-0.67009, 1.68411, 0.42906], [1.33298, -1.06258, 1.12478], [-0.14444, -0.23779, -0.15025], [1.03455, 0.58227, 1.44128], [-0.87453, -1.53586, -0.25528], [3.73164, -0.14856, 0.54582], [-2.42624, 0.59795, -0.47905], [-1.18247, 0.64638, 0.41962]],
  "lowdin_charge": [0.19, 0.11, 0.06, 0.18, 0.11, 0.25, 0.11, 0.28, -0.10, 0.10, 0.17, 0.13, 0.17, 0.19, -0.10, 0.12, 0.19, 0.08, -0.05, -0.20],
  "lumo_energy_ev": -8.903,
  "smiles": "C=[NH+]CN([NH3+])CC",
  "e_homo_ev": -19.103,
  "charge": 2,
  "de_lowest_kcal_mol": 128.1,
  "mol_weight_g_mol": 103.17
}